12
Properties=species:S:1:pos:R:3:forces:R:3 method="wB97M-V/def2-TZVPD" orbital_gap_ev=9.5 multiplicity=1 lumo_ev=-0.3 de_lowest_kcal_mol=33.8 homo_energy_ev=-9.764
C 0.5957 -0.4610 1.2346 0.069 0.062 0.033
C -0.3787 0.4381 0.5233 0.112 0.467 0.178
O -0.3260 1.6456 0.5148 0.002 -0.582 0.071
C -1.5317 -0.2778 -0.2095 -0.414 0.214 -0.345
O -2.3117 0.3240 -0.8987 0.395 -0.370 0.327
H 1.4629 0.1155 1.5623 -0.140 -0.086 -0.034
H 0.9091 -1.2725 0.5692 -0.068 0.108 0.111
H 0.1107 -0.9095 2.1106 0.042 0.041 -0.124
H -1.5974 -1.3773 -0.0602 -0.012 0.149 -0.053
O 0.8990 0.2197 -1.8400 0.106 0.132 -0.032
H 1.7904 0.5224 -1.6251 -0.118 -0.060 -0.065
H 0.3777 1.0327 -1.8813 0.026 -0.076 -0.066